Formula: C21H38B4F16N5O3
Source: the OMol25 dataset
Level of theory: ωB97M-V/def2-TZVPD

Each line ends with the Mulliken charge.
CARTESIAN COORDINATES (ANGSTROEM)
C (0.464722, -3.503108, 2.712318)  -0.70
C (-1.001568, -3.561648, 2.827778)  0.75
O (-1.553858, -4.424518, 3.480338)  -0.51
N (-1.886898, -2.701618, 1.859108)  0.62
H (-2.316568, -1.981598, 2.422188)  0.34
H (-1.336908, -2.139618, 1.225258)  0.09
C (-2.976098, -3.555428, 1.179068)  -0.82
H (0.974652, -4.462198, 2.802958)  0.40
H (0.907992, -2.694088, 3.292928)  0.27
H (0.690782, -3.317388, 1.662308)  -0.04
H (-3.865658, -2.950758, 1.002548)  0.31
H (-3.277268, -4.300218, 1.915738)  0.42
H (-2.553468, -4.089668, 0.328138)  0.32
C (3.419432, -2.033848, -0.487132)  -0.37
C (3.600082, -3.094918, -1.589732)  0.56
O (4.501642, -3.897518, -1.612102)  -0.51
N (2.579592, -3.191028, -2.696172)  0.52
H (1.686012, -3.214278, -2.225982)  0.04
H (2.546172, -2.285018, -3.141302)  0.11
C (2.567452, -4.502678, -3.576642)  -0.78
H (4.112382, -2.128538, 0.348908)  0.44
H (2.356382, -1.966768, -0.255802)  -0.28
H (3.728862, -1.111718, -0.979082)  0.27
H (1.737592, -4.565438, -4.280552)  0.30
H (2.556622, -5.273308, -2.805862)  0.39
H (3.488532, -4.418808, -4.153422)  0.33
C (-3.278918, -2.664628, -5.577712)  -1.24
C (-3.014358, -1.991548, -4.233582)  0.72
O (-3.229168, -2.456498, -3.135902)  -0.39
N (-2.501308, -0.541288, -4.420072)  0.34
H (-2.843308, -0.096618, -5.259952)  0.46
H (-2.823688, -0.082478, -3.580032)  0.09
C (-0.964768, -0.343828, -4.388602)  -0.65
H (-3.432178, -3.730568, -5.409262)  0.36
H (-2.267928, -2.727628, -5.980252)  0.38
H (-4.033568, -2.163958, -6.184292)  0.34
H (-0.513688, -0.352068, -5.380852)  0.59
H (-0.578848, -1.180298, -3.805962)  0.03
H (-0.717068, 0.491852, -3.734082)  0.02
C (0.058102, 2.434592, -1.701042)  -1.18
N (0.279672, 2.895692, -0.244952)  0.07
C (-0.291838, 2.249772, 0.755188)  -0.68
C (0.029962, 2.563772, 2.148218)  -0.71
C (0.963932, 3.599432, 2.412048)  0.75
C (1.458242, 4.280812, 1.351528)  -0.48
C (1.131232, 3.915352, 0.049188)  -0.46
C (1.213472, 3.918172, 3.804568)  0.38
C (0.729282, 5.151982, 4.302998)  -0.58
C (0.909722, 5.441122, 5.684028)  -0.45
N (1.590692, 4.545812, 6.453058)  0.05
C (1.971922, 3.388362, 6.033588)  0.05
C (1.825012, 3.049342, 4.678978)  -0.65
C (1.696162, 4.779512, 7.903478)  -1.00
H (-0.977978, 2.122382, -1.832062)  0.27
H (0.847502, 1.749742, -2.010792)  0.53
H (0.249492, 3.252472, -2.395682)  0.44
H (-0.914928, 1.428042, 0.434348)  0.88
H (-0.326898, 1.934632, 2.950238)  0.63
H (2.175872, 5.027292, 1.658388)  0.56
H (1.591612, 4.279752, -0.857262)  0.45
H (0.159912, 5.798322, 3.651478)  0.54
H (0.509422, 6.324862, 6.158548)  0.47
H (2.509882, 2.752082, 6.720718)  0.40
H (2.006002, 2.032442, 4.363458)  0.51
H (2.030782, 3.861182, 8.385968)  0.35
H (0.706042, 5.015172, 8.293628)  0.41
H (2.507612, 5.469552, 8.134788)  0.34
B (2.919202, -0.506608, -4.657772)  0.02
F (3.808702, -0.858258, -3.606622)  -0.39
F (1.692312, -0.179448, -4.134482)  0.08
F (3.540562, 0.539072, -5.312002)  -0.35
F (2.743722, -1.608208, -5.447232)  -0.37
B (-2.309578, 0.020122, 3.453698)  0.28
F (-2.784458, -1.204618, 3.844348)  -0.40
F (-3.076988, 0.527652, 2.466428)  -0.34
F (-2.142958, 0.940252, 4.445008)  -0.37
F (-1.105668, -0.240168, 2.831338)  -0.29
B (-0.228248, -1.304958, -0.963532)  -0.26
F (-0.388998, -2.495658, -1.555192)  -0.54
F (-1.265068, -0.361118, -1.300172)  0.52
F (-0.258098, -1.567308, 0.345108)  -0.37
F (0.967612, -0.847458, -1.409222)  -0.42
B (-3.966258, 1.822692, -2.878052)  -0.35
F (-4.930258, 1.003042, -3.289972)  -0.33
F (-4.414178, 2.741652, -1.965992)  -0.36
F (-2.957198, 1.055592, -2.292602)  0.28
F (-3.435908, 2.467312, -4.024952)  -0.44

Cartesian forces (eV/Å) of the 3 atoms listed first:
1.0 0.7 -1.6
-2.0 -2.7 0.6
0.5 2.2 -1.2

The highest occupied orbital energy comes out at -12.77 eV. As for the net charge: +1.


Formula: C21H38N
Source: the OMol25 dataset
Level of theory: ωB97M-V/def2-TZVPD

Each line ends with the Mulliken charge.
CARTESIAN COORDINATES (ANGSTROEM)
C (-2.149687, -3.113585, -1.041665)  -1.25
C (-1.140881, -3.236336, 0.096052)  -0.27
C (0.293208, -2.996581, -0.373247)  -0.38
C (1.297368, -3.183802, 0.763170)  -0.68
C (2.753693, -3.007860, 0.329509)  -1.14
C (3.097508, -1.570744, -0.056359)  0.24
C (4.596477, -1.373359, -0.281974)  -1.06
C (4.951931, 0.069914, -0.649259)  -0.69
C (4.874802, 1.021602, 0.551237)  -0.51
C (4.621731, 2.489406, 0.176680)  -1.12
C (3.152681, 2.901487, 0.309567)  -0.55
C (2.251383, 2.239558, -0.730123)  0.22
C (0.758337, 2.480795, -0.498066)  -0.73
C (0.233970, 1.698257, 0.707129)  -0.06
C (-1.292502, 1.661942, 0.799097)  -0.52
C (-1.885607, 0.721113, -0.259857)  -0.29
N (-3.327116, 0.641739, -0.129078)  0.34
C (-3.879480, -0.331560, 0.602586)  0.22
C (-5.244734, -0.396738, 0.791230)  -0.89
C (-6.057169, 0.570552, 0.214502)  -0.12
C (-5.463563, 1.576979, -0.537473)  -0.75
C (-4.093145, 1.584853, -0.689887)  0.13
H (-1.953543, -3.875152, -1.791281)  0.47
H (-3.167282, -3.252905, -0.680589)  0.35
H (-2.081969, -2.142934, -1.532896)  0.20
H (-1.212629, -4.237187, 0.524224)  0.52
H (-1.378866, -2.529374, 0.899417)  0.09
H (0.526979, -3.697794, -1.175825)  0.35
H (0.378337, -1.987104, -0.784367)  0.09
H (1.173646, -4.189292, 1.170728)  0.39
H (1.075085, -2.476063, 1.567449)  0.29
H (2.966215, -3.672911, -0.509467)  0.35
H (3.397005, -3.308834, 1.158879)  0.42
H (2.567529, -1.299188, -0.972758)  0.22
H (2.758151, -0.906774, 0.742789)  0.05
H (4.917546, -2.036869, -1.087424)  0.44
H (5.141638, -1.660684, 0.619282)  0.36
H (5.965989, 0.095180, -1.052010)  0.42
H (4.286952, 0.404738, -1.446810)  0.35
H (4.085778, 0.696631, 1.231310)  0.21
H (5.812970, 0.946228, 1.103002)  0.48
H (4.965563, 2.676417, -0.841881)  0.43
H (5.205220, 3.131516, 0.838575)  0.36
H (2.813540, 2.643341, 1.314801)  0.28
H (3.075506, 3.986273, 0.205513)  0.36
H (2.423723, 1.164611, -0.727575)  -0.46
H (2.522370, 2.619664, -1.717124)  0.37
H (0.572459, 3.546581, -0.352955)  0.30
H (0.226470, 2.170350, -1.400822)  0.31
H (0.614697, 2.155377, 1.620144)  0.46
H (0.614289, 0.675199, 0.668832)  -0.21
H (-1.692492, 2.669286, 0.668283)  0.39
H (-1.587423, 1.306151, 1.788843)  0.34
H (-1.459285, -0.275504, -0.134705)  -0.60
H (-1.639975, 1.086043, -1.258469)  0.36
H (-3.214313, -1.067577, 1.030048)  0.44
H (-5.663388, -1.196273, 1.381040)  0.43
H (-7.127258, 0.540369, 0.345388)  0.44
H (-6.056784, 2.346768, -1.004207)  0.42
H (-3.592270, 2.346649, -1.269246)  0.42

Cartesian forces (eV/Å) of the 3 atoms listed first:
0.1 0.0 0.3
0.1 0.1 -0.4
-0.1 -0.1 0.5

The energy above the lowest of the compared OMol25 structures with the same formula, charge and spin is 1.0 kcal/mol. The highest occupied orbital energy comes out at -12.62 eV. As for the net charge: +1. As for the structure (SMILES): CCCCCCCCCCCCCCCC[n+]1ccccc1.